Version a
C5H7FN2 | the ωB97M-V functional and the def2-TZVPD basis

Last column: Löwdin charge in e.
Cartesian coordinates (Å):
C  1.09186  -1.34283  0.33271  -0.11
C  1.83687  -0.12382  0.68797  -0.13
C  -0.16838  -1.22676  -0.13223  -0.07
C  1.25731  1.07650  0.43247  -0.28
C  -1.03757  -0.00245  -0.17488  -0.39
N  0.12714  1.31510  -0.16597  0.07
N  -1.90452  0.21814  -1.26452  0.09
F  -1.76720  0.24801  1.06345  -0.04
H  1.50380  -2.35077  0.60534  0.12
H  2.88177  -0.16980  1.18085  0.11
H  -0.59140  -2.19883  -0.35197  0.09
H  1.80845  2.07169  0.70298  0.14
H  -0.26615  2.33125  0.01291  0.17
H  -2.02820  -0.53230  -2.00159  0.13
H  -2.74378  0.68688  -0.92751  0.09

Calculated values
HOMO-LUMO gap in eV: 8.576
Spin multiplicity: 1
LUMO in eV: 0.9
HOMO level in eV: -7.643
SMILES: N[C@@]1(F)C=CC=CN1


Version b
C5H7FN2 | the ωB97M-V functional and the def2-TZVPD basis

Last column: Löwdin charge in e.
Cartesian coordinates (Å):
C  -0.08115  2.48576  0.58262  -0.07
C  1.09756  1.80117  0.92322  -0.15
C  -0.93880  1.50255  0.16341  -0.07
C  0.32630  -1.96586  -0.31608  -0.03
C  -0.78063  -0.97515  -0.01770  -0.35
N  0.96840  0.50901  0.72729  0.08
N  -0.26863  0.32816  0.25932  -0.12
F  -1.50012  -1.41174  1.08685  0.00
H  -0.26613  3.53854  0.63639  0.09
H  2.02008  2.20143  1.29406  0.10
H  -1.95018  1.54410  -0.18658  0.12
H  1.04896  -1.94516  0.49474  0.07
H  -0.09525  -2.96281  -0.40760  0.08
H  0.82281  -1.69027  -1.24154  0.08
H  -1.51944  -0.91022  -0.83020  0.15

Calculated values
HOMO-LUMO gap in eV: 10.635
Spin multiplicity: 1
LUMO in eV: 1.0
HOMO level in eV: -9.614
SMILES: C[C@@H](F)n1cccn1


What is the most stable structure shown above? It is version b.